An isolated molecule of C4H9NS at a distorted geometry, computed with ωB97M-V/def2-TZVPD.

Last column: natural (NBO) charge in e.
CARTESIAN COORDINATES (ANGSTROEM)
N: -1.824 0.051 -2.093  -0.8220
C: -0.915 0.843 -1.285  -0.2680
C: -0.116 0.355 -0.040  -0.1672
C: 0.525 -0.799 0.179  -0.2246
C: 0.962 -0.868 1.707  -0.5206
S: 2.558 -0.161 2.266  -0.0477
H: -1.226 -0.730 -2.361  0.3576
H: -2.678 -0.160 -1.668  0.3615
H: -0.121 1.060 -1.988  0.2018
H: -1.316 1.924 -1.119  0.1906
H: 0.110 1.180 0.542  0.1810
H: 0.475 -1.666 -0.486  0.2096
H: 1.016 -1.852 2.046  0.2203
H: 0.280 -0.280 2.321  0.2187
H: 2.269 1.103 1.978  0.1088

Properties
Kohn-Sham gap, eV: 9.82
SMILES: NC/C=C/CS
E, Ha: -610.6723

***

A structure of composition C2H3CsF4NO5S2 at a distorted geometry, computed with ωB97M-V/def2-TZVPD.

Last column: Löwdin charge in e.
CARTESIAN COORDINATES (ANGSTROEM)
N: -1.425 1.103 0.936  -0.4056
S: -0.069 1.152 1.916  0.7735
O: -0.545 1.462 3.291  -0.4800
O: 0.347 -0.457 2.020  -0.3405
S: -1.377 1.793 -0.478  0.5457
O: -0.059 2.332 -0.910  -0.5138
O: -2.535 2.652 -0.732  -0.3317
C: -1.621 0.366 -1.679  -0.7007
F: -0.503 -0.362 -1.726  0.0975
F: -2.623 -0.412 -1.305  0.1395
F: -1.862 0.835 -2.894  0.1297
Cs: 2.828 1.309 -1.227  0.9697
F: 3.810 -0.927 0.793  -0.7504
C: 1.106 -2.260 0.370  -0.1341
O: 1.495 -0.961 0.777  -0.2589
H: 1.259 -2.888 1.257  0.0885
H: 0.043 -2.240 0.091  0.0759
H: 1.732 -2.498 -0.499  0.0957

Properties
Kohn-Sham gap (alpha / beta), eV: 6.67 / 6.69
E, Ha: -1724.8542
Net charge: -1

***

A cluster of 2 separate species, C6H7FO in total at a distorted geometry, computed with ωB97M-V/def2-TZVPD.

Last column: natural (NBO) charge in e.
CARTESIAN COORDINATES (ANGSTROEM)
F: 0.000 0.000 0.000  -0.3299
C: -0.286 0.740 -1.127  0.3914
C: -1.194 1.797 -0.939  -0.2819
C: -1.485 2.715 -1.976  -0.1942
C: -1.026 2.377 -3.257  -0.2392
C: -0.172 1.260 -3.457  -0.1995
C: 0.208 0.428 -2.362  -0.2917
H: -1.545 2.090 0.059  0.2310
H: -1.973 3.685 -1.809  0.2262
H: -1.221 3.147 -4.015  0.2199
H: 0.091 0.952 -4.478  0.2246
H: 0.760 -0.495 -2.581  0.2424
O: -3.213 -1.332 -2.740  -0.9434
H: -3.483 -0.947 -1.875  0.4713
H: -2.675 -0.627 -3.168  0.4728

Properties
Kohn-Sham gap, eV: 10.35
SMILES: Fc1ccccc1.O
E, Ha: -407.9173

***

A structure of composition C22H47F6O9PSbSiTi, computed with ωB97M-V/def2-TZVPD.

Last column: Löwdin charge in e.
CARTESIAN COORDINATES (ANGSTROEM)
Ti: -1.737 0.752 -0.418  1.1252
O: -3.099 2.275 2.236  0.1562
C: -1.895 1.825 2.265  -0.4947
O: -1.557 0.715 1.794  -0.1088
C: -0.838 2.659 2.943  -0.0918
O: 0.277 2.768 2.092  -0.1048
C: 0.165 3.825 1.147  -0.0813
C: -0.934 3.792 0.077  -0.5676
O: -1.123 4.828 -0.518  0.0962
O: -1.574 2.682 -0.161  -0.1342
H: -3.563 1.750 1.468  0.0947
H: -1.233 3.635 3.238  0.1458
H: -0.513 2.113 3.832  0.1428
H: 0.064 4.784 1.664  0.1373
H: 1.107 3.834 0.599  0.1217
F: -2.200 -1.034 -0.217  -0.4388
Sb: -4.406 -1.158 -2.196  1.6400
F: -4.884 -2.241 -0.690  -0.4782
F: -3.610 1.032 0.214  -0.4113
F: -5.760 -1.969 -3.267  -0.5122
F: -2.163 0.755 -2.157  -0.4022
F: -3.084 -2.366 -2.815  -0.4650
C: -1.372 -1.554 5.712  -0.1352
C: -2.534 -2.043 4.847  -0.3692
P: -2.417 -1.476 3.133  1.1644
C: -0.964 -2.170 2.324  -0.3405
C: -0.638 -3.608 2.736  -0.1118
C: -3.958 -1.720 2.247  -0.3539
C: -4.270 -3.212 2.059  -0.1227
H: -1.460 -1.961 6.718  0.0792
H: -1.367 -0.467 5.787  0.0718
H: -0.410 -1.868 5.307  0.0662
H: -3.497 -1.705 5.235  0.0918
H: -2.571 -3.138 4.822  0.0895
H: -0.133 -1.489 2.521  0.0966
H: -1.176 -2.077 1.257  0.0672
H: -0.376 -3.687 3.791  0.0636
H: 0.217 -3.956 2.157  0.0762
H: -1.469 -4.285 2.537  0.0700
H: -3.851 -1.215 1.286  0.0421
H: -4.737 -1.212 2.820  0.0985
H: -3.523 -3.682 1.420  0.0750
H: -5.225 -3.306 1.548  0.0735
H: -4.323 -3.745 3.010  0.0698
C: 2.445 -2.170 -3.390  -0.0183
C: 1.708 -2.193 -2.057  -0.6239
C: 0.202 -2.282 -2.267  -0.0307
C: 2.195 -3.347 -1.192  -0.0262
O: 2.055 -0.999 -1.328  -0.0991
Si: 1.401 0.492 -1.427  0.0797
O: 0.038 0.519 -0.513  -0.2572
O: 2.438 1.578 -0.794  -0.0882
C: 3.584 1.418 0.057  -0.6285
C: 4.697 0.728 -0.721  -0.0203
C: 4.011 2.826 0.449  -0.0228
C: 3.187 0.619 1.293  -0.0187
O: 1.041 0.830 -2.965  -0.0859
C: 1.004 2.051 -3.727  -0.6195
C: 0.199 1.723 -4.975  -0.0200
C: 0.320 3.143 -2.919  -0.0174
C: 2.436 2.433 -4.076  -0.0187
H: 2.246 -3.085 -3.951  0.0897
H: 3.521 -2.091 -3.223  0.0883
H: 2.118 -1.317 -3.983  0.0776
H: -0.053 -3.209 -2.782  0.0973
H: -0.162 -1.454 -2.877  0.0833
H: -0.327 -2.262 -1.314  0.0704
H: 2.010 -4.303 -1.685  0.0887
H: 1.673 -3.340 -0.233  0.0738
H: 3.265 -3.250 -1.004  0.0864
H: 4.953 1.313 -1.606  0.0897
H: 4.384 -0.267 -1.034  0.0736
H: 5.590 0.637 -0.100  0.0890
H: 4.180 3.429 -0.444  0.0903
H: 4.933 2.797 1.032  0.0889
H: 3.239 3.304 1.054  0.0733
H: 2.912 -0.400 1.014  0.0786
H: 2.335 1.098 1.780  0.0795
H: 4.019 0.573 1.999  0.0902
H: -0.804 1.404 -4.691  0.0849
H: 0.679 0.917 -5.532  0.0863
H: 0.122 2.598 -5.621  0.0894
H: -0.698 2.851 -2.657  0.0789
H: 0.266 4.067 -3.497  0.1022
H: 0.878 3.354 -2.005  0.0807
H: 2.924 1.616 -4.610  0.0895
H: 3.001 2.647 -3.168  0.0743
H: 2.450 3.321 -4.711  0.0897

Properties
Kohn-Sham gap (alpha / beta), eV: 9.43 / 6.66
E, Ha: -3863.9462
Spin multiplicity: 2
⟨S²⟩: 0.752

***

The ion C6H15N2 with charge +1 at a distorted geometry, computed with ωB97M-V/def2-TZVPD.

Last column: natural (NBO) charge in e.
CARTESIAN COORDINATES (ANGSTROEM)
C: 0.646 -3.822 0.766  -0.6120
C: 0.056 -2.463 1.093  -0.2182
N: 0.194 -1.574 -0.042  -0.5805
C: 0.439 -0.241 0.094  0.0478
C: 0.531 0.611 -0.949  -0.4097
C: 0.724 2.107 -0.741  -0.4662
C: -0.337 2.756 0.096  -0.1999
N: -1.706 2.417 -0.507  -0.6855
H: 1.655 -3.698 0.401  0.2194
H: 0.544 -4.546 1.561  0.2286
H: 0.091 -4.309 -0.046  0.2046
H: -0.976 -2.592 1.452  0.1835
H: 0.611 -2.090 1.949  0.1989
H: -0.375 -1.875 -0.820  0.3886
H: 0.767 -0.024 1.106  0.1989
H: 0.519 0.212 -1.956  0.2259
H: 0.814 2.594 -1.707  0.2335
H: 1.681 2.275 -0.246  0.2512
H: -0.249 3.843 0.151  0.2329
H: -0.420 2.416 1.124  0.2195
H: -2.090 1.663 0.062  0.4438
H: -1.548 1.986 -1.421  0.4500
H: -2.383 3.178 -0.527  0.4450

Properties
Kohn-Sham gap, eV: 8.02
SMILES: CCN/C=C/CC[NH3+]
E, Ha: -346.8505
Net charge: +1

***

The ion C3H8BrN2 with charge +1 at a distorted geometry, computed with ωB97M-V/def2-TZVPD.

Last column: natural (NBO) charge in e.
CARTESIAN COORDINATES (ANGSTROEM)
C: -0.657 -1.892 0.132  -0.4221
N: 0.360 -1.222 -0.649  -0.5752
C: 0.948 -0.216 -0.110  0.6455
Br: 3.244 -0.018 -0.195  0.0590
N: 0.368 0.646 0.665  -0.5750
C: 0.870 1.943 0.988  -0.4179
H: -0.637 -1.385 1.065  0.2105
H: -1.636 -1.678 -0.412  0.2330
H: -0.509 -2.974 0.059  0.2568
H: 1.028 -1.826 -1.146  0.4461
H: -0.614 0.738 0.765  0.4372
H: 0.213 2.375 1.690  0.2330
H: 0.691 2.534 0.069  0.2192
H: 1.899 2.058 1.207  0.2500

Properties
Kohn-Sham gap, eV: 9.17
SMILES: CN/C(Br)=[NH+]/C
E, Ha: -2802.3139
Net charge: +1

***

A cluster of 16 separate species, C20H77N5O16 in total at a distorted geometry, computed with ωB97M-V/def2-TZVPD.

Last column: Löwdin charge in e.
CARTESIAN COORDINATES (ANGSTROEM)
C: -2.803 1.550 -6.724  -0.0569
C: -3.742 2.117 -5.669  -0.4492
C: -3.274 3.441 -5.079  -0.2141
O: -1.991 3.397 -4.524  -0.1648
C: -1.907 2.878 -3.228  -0.1200
N: -5.090 2.269 -6.246  0.0384
H: -3.034 0.515 -6.995  0.0756
H: -1.749 1.475 -6.454  0.0773
H: -2.924 2.149 -7.631  0.0807
H: -3.784 1.362 -4.873  0.0986
H: -3.994 3.791 -4.319  0.1237
H: -3.299 4.244 -5.821  0.1338
H: -2.265 3.584 -2.469  0.0881
H: -0.900 2.535 -2.999  0.0715
H: -2.516 1.973 -3.096  0.0693
H: -5.527 1.369 -6.400  0.0687
H: -5.634 2.754 -5.536  0.0633
C: -1.192 0.152 -1.073  -0.0520
C: 0.336 0.300 -1.190  -0.3728
C: 0.947 0.890 0.070  -0.1912
O: 1.063 -0.131 1.029  -0.1926
C: 1.739 0.305 2.209  -0.0528
N: 0.963 -0.951 -1.637  0.0633
H: -1.562 -0.385 -0.201  0.0632
H: -1.595 -0.249 -2.006  0.0668
H: -1.612 1.162 -1.087  0.0620
H: 0.407 1.013 -2.022  0.1195
H: 0.423 1.793 0.398  0.1132
H: 1.974 1.209 -0.166  0.1041
H: 2.745 0.612 1.918  0.0704
H: 1.747 -0.578 2.841  0.0675
H: 1.199 1.118 2.699  0.0907
H: 1.828 -0.623 -2.062  0.0459
H: 0.367 -1.404 -2.320  0.0750
C: -3.988 1.080 1.158  -0.0522
C: -3.848 0.889 2.652  -0.4400
C: -2.406 0.630 3.060  -0.2210
O: -2.341 0.441 4.443  -0.1696
C: -1.099 0.676 5.031  -0.1004
N: -4.324 2.085 3.358  0.0444
H: -3.395 1.930 0.807  0.0616
H: -5.006 1.350 0.871  0.0828
H: -3.684 0.166 0.647  0.0685
H: -4.472 0.040 2.959  0.1313
H: -1.799 1.496 2.752  0.1119
H: -1.974 -0.216 2.508  0.1198
H: -0.845 1.742 5.091  0.0961
H: -0.316 0.119 4.503  0.0742
H: -1.018 0.339 6.066  0.0934
H: -4.184 1.974 4.356  0.0716
H: -5.324 2.163 3.207  0.0729
C: 5.530 0.729 2.526  -0.0645
C: 6.206 -0.595 2.202  -0.4160
C: 7.202 -1.231 3.181  -0.1918
O: 8.170 -0.255 3.545  -0.1942
C: 8.892 -0.604 4.692  -0.1345
N: 5.123 -1.578 1.958  0.0396
H: 6.281 1.425 2.905  0.0778
H: 4.845 0.577 3.378  0.0762
H: 4.848 1.101 1.769  0.0380
H: 6.728 -0.442 1.249  0.1350
H: 7.715 -2.044 2.659  0.1257
H: 6.669 -1.574 4.072  0.1163
H: 9.522 -1.493 4.603  0.0857
H: 8.227 -0.706 5.561  0.0849
H: 9.507 0.256 4.966  0.0850
H: 4.288 -1.104 1.633  0.0322
H: 5.383 -2.062 1.100  0.0565
C: -3.614 -3.962 -1.917  -0.0439
C: -2.792 -2.944 -1.136  -0.4105
C: -2.681 -3.235 0.358  -0.2182
O: -3.973 -3.293 0.918  -0.1775
C: -4.001 -3.002 2.310  -0.0820
N: -1.419 -2.968 -1.727  0.0469
H: -3.614 -3.627 -2.955  0.0634
H: -4.652 -4.073 -1.607  0.0792
H: -3.164 -4.956 -1.874  0.0865
H: -3.128 -1.918 -1.288  0.1028
H: -2.003 -2.491 0.797  0.1058
H: -2.170 -4.198 0.493  0.1340
H: -3.480 -2.055 2.472  0.0608
H: -3.492 -3.768 2.901  0.0903
H: -5.051 -2.941 2.581  0.0913
H: -0.808 -2.379 -1.172  0.0152
H: -1.095 -3.897 -1.447  0.0913
O: 0.926 -3.012 0.601  -0.0748
H: 0.620 -2.729 1.472  -0.0008
H: 0.850 -2.219 0.039  -0.0237
O: 4.623 1.379 -0.608  -0.0738
H: 4.025 2.129 -0.808  0.0022
H: 4.493 0.757 -1.342  -0.0010
O: -1.964 -2.093 -4.533  -0.0892
H: -1.878 -2.616 -3.712  -0.0134
H: -2.380 -1.271 -4.248  -0.0129
O: -4.189 -0.503 -3.136  -0.0528
H: -4.728 0.170 -2.703  0.0520
H: -4.775 -0.904 -3.790  0.0604
O: 2.370 -1.317 5.661  -0.0579
H: 1.878 -1.198 4.841  -0.0151
H: 3.195 -1.737 5.391  0.0351
O: -1.065 3.756 1.490  -0.0505
H: -1.554 4.221 2.181  0.0658
H: -1.668 3.061 1.193  0.0161
O: 3.513 -0.133 -2.996  -0.0494
H: 3.999 -0.694 -3.619  0.0867
H: 3.482 0.734 -3.419  0.0703
O: 2.657 3.128 -1.650  -0.0651
H: 1.781 3.539 -1.461  0.0141
H: 2.741 3.169 -2.607  0.0500
O: 3.748 -2.069 -0.800  -0.0496
H: 3.768 -1.532 -1.604  -0.0103
H: 2.829 -2.032 -0.502  0.0031
O: 1.102 -3.184 3.556  -0.0481
H: 1.976 -3.414 3.893  0.0502
H: 0.624 -4.021 3.536  0.0549
O: 0.192 4.282 -1.121  -0.0528
H: -0.315 5.030 -1.453  0.0660
H: -0.200 4.087 -0.250  0.0173

Properties
Kohn-Sham gap, eV: 8.59
E, Ha: -2285.7245

***

Calculated energy relative to the best compared isomer or geometry (same formula, charge and spin), 213.6, 0.0, 3.5, 0.0, 163.0, 237.8, 0.0 kJ/mol (same order as the records).